No. 1
18
Properties=species:S:1:pos:R:3 method="wB97M-V/def2-TZVPD" charge=-1 lumo_ev=3.8647 spin_multiplicity=1
C -1.19870 -0.91784 0.73900
C -0.67691 -1.60019 -0.31031
C 0.75879 0.09817 0.21251
C -0.53451 1.02624 2.11319
C 1.32585 -1.14899 -1.73416
N -0.29755 0.12891 1.04846
N 0.57844 -1.05074 -0.54902
N 0.55890 2.07268 -0.83364
O -0.23190 1.45396 -1.69267
O 0.02260 2.94911 -0.02788
H -2.11375 -1.24993 1.35983
H -1.05748 -2.39883 -0.88484
H 0.38739 1.55126 2.21207
H -1.08759 1.87125 1.74547
H -1.04016 0.51371 2.91675
H 2.32731 -0.75733 -1.68894
H 1.40697 -2.12373 -2.14863
H 0.87230 -0.41771 -2.47718

No. 2
20
Properties=species:S:1:pos:R:3 method="wB97M-V/def2-TZVPD" lumo_ev=0.1448 spin_multiplicity=1
C -0.21896 0.42845 -1.03288
C 2.58401 -0.28340 1.48861
C -1.10582 -1.16013 0.20290
C -1.91073 -1.16118 -1.05391
C 0.10263 0.60444 1.35307
N -0.30143 0.02571 0.20995
N -0.92053 -0.42182 -1.83620
N 0.56354 1.36723 -1.55849
O 3.30275 0.61890 1.40838
O 2.11180 -1.32582 1.45869
O 1.07387 2.54282 2.88913
P 0.69055 2.26407 1.44569
H -1.75786 -1.08652 1.04276
H -0.54489 -2.08893 0.23013
H -2.00107 -2.21527 -1.40296
H -2.88092 -0.73545 -0.90917
H 0.12164 0.00998 2.21758
H -1.07049 -0.26160 -2.78745
H 1.27061 1.65096 -0.88303
H 0.89132 1.22757 -2.48279

No. 3
18
Properties=species:S:1:pos:R:3 method="wB97M-V/def2-TZVPD" charge=+1 lumo_ev=-5.0397 spin_multiplicity=1
C -0.22070 0.62907 2.50162
C 0.85860 0.91312 1.74354
C 1.49912 -1.37261 -2.01254
C 0.67709 0.49505 -0.94081
C -1.36463 -1.62009 2.36702
N 0.54858 0.55397 -3.22588
N 0.93425 -0.09676 -2.07290
N -1.04438 -0.43558 2.20890
O 2.09906 -1.76348 -1.04045
S 1.50118 -0.05213 0.52511
H -0.66553 1.36289 3.16832
H 1.39022 1.86987 2.16575
H 1.22502 -1.82968 -2.99666
H 0.00292 1.40955 -0.93265
H 1.11491 0.41872 -4.00789
H -2.14432 -2.06207 1.85410
H -0.90556 -2.43619 3.03877
H -0.37781 0.30703 -3.45245

No. 4
21
Properties=species:S:1:pos:R:3 method="wB97M-V/def2-TZVPD" charge=+1 lumo_ev="-4.5596 / -4.8166" spin_multiplicity=1
C 3.45943 0.69883 -0.58466
C 2.21905 0.06036 -0.69233
C 3.28113 1.68902 0.35951
C 1.41344 0.61878 0.26100
C -1.90211 -0.39172 0.32272
N -2.49350 -1.43421 -0.26537
N -2.36656 0.52381 1.17966
N 0.15966 0.56832 0.59413
N -1.48457 2.99977 -0.64360
N -0.64020 -0.21775 -0.11555
O -2.57554 2.74217 -0.29284
O -0.42476 2.45300 -0.48866
O 2.09645 1.54468 0.95172
H 4.14991 0.62610 -1.35847
H 1.91168 -0.66844 -1.40420
H 3.72270 2.65317 0.50146
H -3.43263 -1.73744 0.02783
H -1.83084 -2.09428 -0.75670
H -3.46753 0.46118 1.49852
H -1.97371 1.42176 1.41579
H -0.20028 -0.87180 -0.80517

No. 5
15
Properties=species:S:1:pos:R:3 method="wB97M-V/def2-TZVPD" smiles="C=C1[N@@H+]2[C@@H](O)[C@]12C" charge=+1 lumo_ev=-4.1579 spin_multiplicity=1
C -1.00207 0.38719 -0.08117
C -2.32221 0.40845 0.03599
C 1.15539 0.80300 -0.48358
C 0.18809 -0.26449 -0.36977
C 0.30659 -1.71024 0.02913
N 0.07842 1.08799 0.58155
O 2.41002 0.55365 -0.11179
H -2.80402 1.21669 0.50503
H -2.84954 -0.29615 -0.49867
H 0.95800 1.49372 -1.26332
H -0.60140 -2.17557 -0.56917
H 0.06131 -1.96494 1.00414
H 1.22015 -2.08950 -0.16966
H 0.21630 1.21527 1.63351
H 2.98497 1.33494 -0.24220

No. 6
15
Properties=species:S:1:pos:R:3 method="wB97M-V/def2-TZVPD" smiles=CC[n+]1ccoc1 charge=+1 lumo_ev=-4.2043 spin_multiplicity=1
C 1.55141 1.02388 -0.60740
C 2.79220 0.73431 -0.19034
C 1.59500 -0.97569 0.29225
C -1.43195 -0.45491 0.68567
C -0.63421 -0.25259 -0.59182
N 0.81513 -0.12221 -0.32580
O 2.82324 -0.45308 0.40358
H 0.93213 1.80173 -0.94050
H 3.70738 1.33293 -0.23721
H 1.35169 -2.05368 0.50308
H -0.81175 -0.16716 1.52497
H -1.74862 -1.53126 0.74784
H -2.35855 0.10959 0.49586
H -0.84775 0.64935 -1.09012
H -0.82982 -1.20743 -1.25749

No. 7
15
Properties=species:S:1:pos:R:3 method="wB97M-V/def2-TZVPD" charge=+1 lumo_ev=-7.8271 spin_multiplicity=1
C 0.59107 -0.74994 0.53290
C -0.82048 -0.53640 0.45464
C 1.46345 0.41276 0.32814
C 2.58512 -0.13232 -0.50579
C -2.81659 0.74900 -0.14765
N -1.50661 0.20361 -0.25161
O 1.26639 1.58224 0.37536
H 0.91376 -1.71742 0.67703
H -1.03238 -1.39080 1.24640
H 2.54973 -1.23565 -0.88565
H 2.78852 0.51563 -1.31490
H 3.47139 -0.16250 0.18465
H -3.44930 0.38461 -0.97244
H -3.46646 0.32325 0.56402
H -2.53761 1.75392 -0.28512

No. 8
15
Properties=species:S:1:pos:R:3 method="wB97M-V/def2-TZVPD" s_squared=2.0058 charge=+1 lumo_ev="-3.9886 / -5.9464" spin_multiplicity=3
C -1.60683 0.25002 0.81777
C -0.27407 -0.23194 0.11771
C -1.25825 1.43833 3.17690
C 0.17195 -0.28261 -1.16361
C 1.52010 -0.66144 -1.64741
N -1.50387 1.00125 2.12247
O -1.18411 2.01675 4.28348
H -2.06807 0.88142 0.06044
H -2.20136 -0.50896 1.19868
H 0.36668 -0.48346 0.87727
H -0.54893 -0.15543 -1.94595
H 1.58594 -1.74336 -1.86312
H 2.47857 -0.50434 -0.92839
H 1.74027 -0.17950 -2.54920
H -0.88041 1.57553 5.11262